The following is a quantum chemistry calculation of 3 unconnected molecules or ions with the total composition C12H21N3, from OMol25.

The energy above the lowest of the compared OMol25 structures with the same formula, charge and spin comes out at 127.9 kJ/mol. The SMILES is CCCC#N.CCCC#N.CCCC#N. As for the total energy: -634.03884 Eh. Its HOMO energy is -11.32 eV. The LUMO energy is 0.4 eV. The total charge is 0.

Positions of all 36 atoms, in Å:
C (-21.26, 12.31, -12.91)
C (-20.57, 13.44, -12.11)
C (-19.08, 13.21, -11.54)
C (-18.32, 12.18, -12.25)
N (-17.66, 11.32, -12.74)
H (-22.22, 12.63, -13.31)
H (-21.32, 11.29, -12.53)
H (-20.73, 12.35, -13.86)
H (-21.20, 13.91, -11.36)
H (-20.50, 14.25, -12.83)
H (-19.05, 12.86, -10.51)
H (-18.49, 14.13, -11.58)
C (-18.17, 17.75, -16.21)
C (-17.21, 18.05, -15.09)
C (-17.64, 19.23, -14.28)
C (-19.11, 19.16, -13.86)
N (-20.23, 19.09, -13.51)
H (-18.51, 18.70, -16.63)
H (-19.03, 17.25, -15.77)
H (-17.73, 17.01, -16.87)
H (-16.20, 18.23, -15.45)
H (-17.20, 17.17, -14.45)
H (-17.49, 20.16, -14.82)
H (-17.04, 19.27, -13.37)
C (-16.22, 15.38, -22.35)
C (-17.34, 15.91, -23.21)
C (-16.81, 16.14, -24.61)
C (-15.65, 17.04, -24.65)
N (-14.76, 17.75, -24.47)
H (-15.57, 16.25, -22.22)
H (-15.65, 14.58, -22.83)
H (-16.56, 15.02, -21.38)
H (-17.80, 16.79, -22.75)
H (-18.15, 15.19, -23.14)
H (-17.61, 16.53, -25.24)
H (-16.67, 15.15, -25.05)



The following is a quantum chemistry calculation of C12H21N3O2S in the gas phase, from OMol25.

The energy above the lowest of the compared OMol25 structures with the same formula, charge and spin comes out at 110.9 kJ/mol. The SMILES is C=CCn1c(CC[C@H](O)COCCC)n[nH]c1=S. As for the total energy: -1182.76261 Eh. Its HOMO energy is -7.91 eV. The LUMO energy is 0.7 eV. The total charge is 0.

Positions of all 39 atoms, in Å:
C (-1.69, -1.99, -3.96)
C (-2.88, -2.01, -3.40)
C (-3.64, -0.81, -2.92)
N (-2.90, 0.42, -2.99)
C (-1.87, 0.84, -2.18)
C (-1.40, 0.07, -1.01)
C (-0.13, 0.66, -0.41)
C (0.19, -0.01, 0.94)
O (-0.88, 0.15, 1.84)
C (1.51, 0.52, 1.50)
O (1.85, -0.23, 2.64)
C (3.07, 0.17, 3.23)
C (3.33, -0.70, 4.45)
C (4.65, -0.34, 5.13)
N (-1.41, 1.99, -2.57)
N (-2.14, 2.32, -3.66)
C (-3.07, 1.38, -3.96)
S (-4.17, 1.38, -5.18)
H (-1.21, -2.89, -4.30)
H (-1.14, -1.07, -4.12)
H (-3.41, -2.94, -3.27)
H (-4.53, -0.67, -3.56)
H (-3.98, -0.97, -1.89)
H (-1.24, -0.97, -1.30)
H (-2.18, 0.07, -0.24)
H (0.71, 0.52, -1.10)
H (-0.26, 1.73, -0.26)
H (0.28, -1.10, 0.81)
H (-0.85, 1.05, 2.19)
H (1.40, 1.59, 1.76)
H (2.30, 0.43, 0.74)
H (3.02, 1.23, 3.52)
H (3.89, 0.07, 2.50)
H (2.50, -0.59, 5.14)
H (3.35, -1.74, 4.12)
H (4.81, -0.97, 6.00)
H (5.48, -0.47, 4.45)
H (4.63, 0.70, 5.46)
H (-1.98, 3.18, -4.16)



The following is a quantum chemistry calculation of 2 unconnected molecules or ions with the total composition C12H21N3O8, from OMol25.

The energy above the lowest of the compared OMol25 structures with the same formula, charge and spin comes out at 0.0 kJ/mol. The SMILES is CNC(=O)[C@H](CCC(N)=O)NC(C)=O.O=C(O)C[C@H](O)C(=O)O. As for the total energy: -1236.13776 Eh. Its HOMO energy is -9.33 eV. The LUMO energy is 0.2 eV. The total charge is 0.

Positions of all 44 atoms, in Å:
C (0.77, 2.66, 1.30)
N (-0.34, 3.16, 0.48)
C (-0.64, 2.93, -0.81)
O (-1.63, 3.46, -1.28)
C (0.26, 2.08, -1.73)
C (0.05, 0.57, -1.51)
C (0.85, -0.32, -2.49)
C (0.79, -1.81, -2.17)
N (-0.30, -2.34, -1.66)
O (1.74, -2.54, -2.35)
N (1.69, 2.42, -1.58)
C (2.53, 2.86, -2.51)
C (2.07, 3.03, -3.94)
O (3.69, 3.11, -2.21)
H (1.69, 3.20, 1.05)
H (0.55, 2.83, 2.35)
H (0.92, 1.59, 1.15)
H (-1.01, 3.77, 0.94)
H (-0.06, 2.30, -2.74)
H (-1.01, 0.35, -1.63)
H (0.34, 0.31, -0.50)
H (0.46, -0.17, -3.50)
H (1.90, -0.03, -2.48)
H (-0.28, -3.32, -1.48)
H (-1.10, -1.77, -1.43)
H (2.09, 2.32, -0.66)
H (2.91, 3.40, -4.53)
H (1.26, 3.76, -3.97)
H (1.74, 2.08, -4.33)
O (0.69, -1.14, 1.63)
C (0.31, -2.19, 2.11)
O (0.82, -3.40, 1.78)
C (-0.78, -2.14, 3.18)
C (-2.00, -2.96, 2.75)
O (-2.59, -2.34, 1.59)
C (-3.01, -3.03, 3.92)
O (-3.95, -2.25, 3.91)
O (-2.81, -3.94, 4.90)
H (1.48, -3.22, 1.09)
H (-1.07, -1.10, 3.36)
H (-0.36, -2.55, 4.10)
H (-1.69, -3.98, 2.50)
H (-3.39, -1.84, 1.88)
H (-3.56, -3.83, 5.51)